The following is a quantum chemistry calculation of an isolated molecule of C5H10N2O2 in a non-equilibrium geometry, from the Open Molecules 2025 dataset.

The energy above the lowest of the compared OMol25 structures with the same formula, charge and spin comes out at 99.1 kcal per mole. The charge is 0. The HOMO energy comes out at -8.540 eV. The calculation puts the electronic energy at -456.39631 a.u. The calculation puts the frontier orbital gap at 9.32 eV. Its SMILES is CN(C)/C=C(/O)C(N)=O.

Element x y z (Å)
C: 0.06489 1.36506 1.50420
C: 0.43522 1.61045 -0.89128
N: -0.20185 0.82490 0.16386
C: 0.58043 -1.17587 -0.15530
C: -1.05797 -1.37539 0.03056
N: 0.90080 -1.21641 -1.50299
C: -1.51493 -0.15532 0.11376
O: -1.49729 -2.52487 0.60473
O: 1.29958 -1.73038 0.67728
H: -0.69182 -3.05116 0.77779
H: 0.18525 -0.99211 -2.17991
H: 1.62444 -1.87349 -1.75597
H: -2.37384 0.32229 0.55700
H: -0.43738 2.32777 1.62419
H: 1.13916 1.51801 1.64949
H: -0.30339 0.67571 2.26689
H: 1.51830 1.45121 -0.88386
H: 0.06607 1.32159 -1.87642
H: 0.26433 2.67801 -0.72401

---

The following is a quantum chemistry calculation of a structure of composition C22H45O16Zn in a non-equilibrium geometry, from the Open Molecules 2025 dataset.

The energy above the lowest of the compared OMol25 structures with the same formula, charge and spin comes out at 70.4 kcal per mole. The charge is +1. The HOMO energy comes out at -11.219 eV. The calculation puts the electronic energy at -3848.10256 a.u. The calculation puts the frontier orbital gap at 4.78 eV.

Element x y z (Å)
Zn: 0.32288 2.16330 -2.43320
C: 0.64731 0.66913 0.26294
O: 0.22424 0.99886 -1.02056
H: 0.29068 -0.33026 0.53240
H: 1.73605 0.57524 0.31491
H: 0.30245 1.33502 1.05792
C: -4.03151 -5.50291 0.05371
O: -4.26484 -4.11151 0.23860
C: -3.43295 -3.29316 -0.38074
O: -2.50447 -3.59757 -1.08591
O: -3.80173 -2.04556 -0.10861
C: -2.96181 -0.99277 -0.61336
H: -4.13861 -5.75180 -0.99939
H: -4.76084 -6.09364 0.60660
H: -3.08992 -5.80450 0.51362
H: -1.91655 -1.26783 -0.50474
H: -3.32900 -0.16977 -0.00477
H: -3.25690 -0.83521 -1.65123
C: -0.87238 1.15291 -6.28580
O: -2.11210 1.33636 -5.55810
C: -2.10244 1.29899 -4.26198
O: -1.09661 1.28618 -3.55139
O: -3.27244 1.14959 -3.73071
C: -4.46328 1.59008 -4.39632
H: -0.49801 0.18417 -5.95347
H: -0.20019 1.97294 -6.05215
H: -1.04207 1.05316 -7.35092
H: -5.09466 2.12673 -3.69449
H: -5.05902 0.74689 -4.74780
H: -4.24533 2.18810 -5.27615
C: 3.57376 -6.54193 -2.05669
O: 2.74961 -5.52573 -2.62539
C: 2.29370 -4.59145 -1.80466
O: 2.63286 -4.44408 -0.66014
O: 1.42866 -3.83304 -2.46423
C: 0.73953 -2.82954 -1.76375
H: 4.62937 -6.27455 -2.02748
H: 3.49793 -7.39289 -2.72924
H: 3.20474 -6.79698 -1.06722
H: 0.44288 -2.05179 -2.47045
H: 1.30903 -2.26423 -1.02638
H: -0.17582 -3.18864 -1.29413
C: -3.68459 6.69763 3.79162
O: -2.35683 6.22663 4.01343
C: -1.94808 5.11542 3.43888
O: -2.66010 4.25133 2.99458
O: -0.62087 5.07735 3.45484
C: -0.00694 3.84992 3.10586
H: -3.66578 7.67847 4.25311
H: -4.41980 6.04093 4.25434
H: -3.93810 6.76903 2.73433
H: -0.09064 3.00799 3.78834
H: 1.04089 4.11200 2.97423
H: -0.42107 3.48656 2.16003
C: 3.74690 -1.18416 -1.02510
C: 4.94707 -0.26405 -0.97021
O: 5.35241 0.12254 0.09884
C: 5.64181 -0.00322 -2.28276
H: 3.11829 -0.86481 -1.86412
H: 3.15284 -1.10600 -0.11953
H: 4.04604 -2.22179 -1.17623
H: 6.06709 -0.96256 -2.58148
H: 6.43776 0.73258 -2.17799
H: 4.97480 0.41092 -3.03921
C: 2.55285 1.70379 4.20973
C: 3.60181 2.47095 3.43606
O: 3.58832 3.67187 3.31275
C: 4.60609 1.65591 2.64590
H: 2.98369 1.37611 5.15651
H: 2.22660 0.83053 3.64466
H: 1.73938 2.39860 4.38011
H: 5.44415 2.29366 2.38010
H: 4.13349 1.33927 1.71592
H: 4.90978 0.76694 3.19787
C: -1.46020 -1.38379 2.55209
C: -2.48563 -0.30441 2.84450
O: -3.67460 -0.49332 2.76726
C: -1.93993 1.09268 3.07927
H: -1.89403 -2.04112 1.79973
H: -1.32924 -1.99669 3.44621
H: -0.53397 -0.91203 2.24623
H: -2.04586 1.63957 2.14291
H: -0.91696 1.01229 3.44721
H: -2.52103 1.61021 3.84007

---

The following is a quantum chemistry calculation of a structure of composition C17H24As2ClIrO5S in a non-equilibrium geometry, from the Open Molecules 2025 dataset.

The energy above the lowest of the compared OMol25 structures with the same formula, charge and spin comes out at 17.4 kcal per mole. The charge is +3. The HOMO energy (spin up / spin down) comes out at -15.785 / -17.532 eV. The calculation puts the electronic energy at -6471.11725 a.u. The calculation puts the frontier orbital gap (spin up / spin down) at 6.72 / 4.09 eV. As for the expectation value of S²: 8.7940. As for the spin multiplicity: 6.

Element x y z (Å)
Ir: -0.25837 0.04546 -0.15893
O: -1.92313 -2.48150 2.37245
Cl: -0.70808 -1.90313 1.97331
O: 0.43811 -2.39941 2.60582
O: -0.77309 -0.41519 2.09464
O: -0.54754 -2.04240 0.46379
C: -0.35232 -0.14564 -3.94370
As: 0.51183 -0.83933 -2.36495
C: 0.36933 -2.76112 -2.43808
C: 2.38362 -0.42091 -2.47658
C: 3.01077 -0.50751 -3.71354
C: 4.38319 -0.31963 -3.81295
C: 5.13380 -0.05564 -2.67578
C: 4.51210 0.04029 -1.44033
C: 3.13442 -0.13060 -1.33479
As: 2.33577 0.13682 0.39912
C: 3.29205 -0.99419 1.64238
C: 2.75379 1.96623 0.87238
H: 0.02446 -0.71376 -4.79442
H: -0.11222 0.90880 -4.05863
H: -1.42820 -0.28520 -3.87064
H: 0.89401 -3.07830 -3.33972
H: -0.67575 -3.05855 -2.48819
H: 0.84118 -3.19674 -1.56096
H: 2.44745 -0.72880 -4.61206
H: 4.86562 -0.38779 -4.77863
H: 6.20402 0.08207 -2.75174
H: 5.11656 0.25561 -0.56658
H: 4.23243 -0.48321 1.85249
H: 3.47405 -1.95173 1.15996
H: 2.73296 -1.13183 2.56302
H: 3.82951 2.09070 0.74329
H: 2.48429 2.14926 1.91061
H: 2.22952 2.65522 0.21378
C: -2.97476 3.61321 1.31085
S: -1.98028 2.18370 1.76227
O: -1.37289 1.73995 0.42099
C: -3.30654 1.05811 2.17133
C: -3.74223 1.10395 3.53220
C: -4.74148 0.26898 3.93310
C: -5.29990 -0.63409 2.99276
C: -4.86330 -0.65443 1.62564
C: -3.85882 0.17674 1.22351
H: -3.63502 3.35172 0.48664
H: -2.26246 4.38837 1.02954
H: -3.52834 3.92679 2.19743
H: -3.26592 1.78213 4.23134
H: -5.09893 0.26895 4.95444
H: -6.06658 -1.33188 3.31028
H: -5.34883 -1.32966 0.93310
H: -3.50985 0.18912 0.19872

---

The following is a quantum chemistry calculation of an isolated molecule of C3H4O2 in a non-equilibrium geometry, from the Open Molecules 2025 dataset.

The energy above the lowest of the compared OMol25 structures with the same formula, charge and spin comes out at 40.0 kcal per mole. The charge is 0. The HOMO energy comes out at -10.169 eV. The calculation puts the electronic energy at -267.12910 a.u. The calculation puts the frontier orbital gap at 11.09 eV. Its SMILES is O=C1COC1.

Element x y z (Å)
O: 0.35791 1.99267 0.39667
C: 0.08726 0.84689 0.16230
C: 0.99929 -0.32352 0.03760
O: -0.09160 -1.19649 -0.22451
C: -1.10303 -0.16839 -0.13651
H: 1.54767 -0.49781 0.97177
H: 1.71729 -0.17796 -0.77967
H: -1.67129 -0.08012 -1.08218
H: -1.84350 -0.39528 0.65453

---

Calculated values (g mol⁻¹) of molecular weight for the records, taken in order: 130.15 630.98 717.96 72.06.